One molecule with the formula C14H27N4O2P at a distorted geometry, computed with ωB97M-V/def2-TZVPD.

Computed properties:
* E_tot: -34303.013 eV
* energy relative to the best compared isomer or geometry (same formula, charge and spin): 0.0 kJ/mol
* maximum force: 1.3 eV Å⁻¹
* 2S+1: 1
* lowest unoccupied orbital energy: 0.775 eV
* SMILES: CCN(CC)P(=O)(NC(=O)c1cccn1C)N(CC)CC
* orbital gap: 9.4 eV

Last column: natural (NBO) charge in e.
Positions of all 48 atoms, in Å:
H -5.63 -1.08 -2.20  0.202
C -1.87 -0.30 -0.91  0.670
H -3.17 2.13 -4.70  0.226
C 0.54 -2.43 0.03  -0.215
C 1.06 -1.81 2.37  -0.204
H 2.87 -2.85 1.81  0.202
H -4.19 -2.08 -1.86  0.219
P -0.15 0.07 1.04  2.414
C 2.07 2.00 3.26  -0.620
H 0.77 -1.01 3.06  0.212
H 2.11 0.26 -0.33  0.216
N 0.66 -1.40 1.04  -0.822
H 1.14 3.23 1.75  0.176
H 0.69 -3.40 0.52  0.192
N 1.04 1.24 1.12  -0.824
H 0.02 2.16 2.63  0.243
C -2.14 1.25 -2.96  -0.241
H 1.35 -1.39 -1.68  0.203
H 1.50 -3.15 -1.76  0.211
C -4.63 -1.09 -1.76  -0.396
C 2.19 1.19 0.25  -0.216
H 1.37 2.49 -1.29  0.190
C -2.56 0.28 -2.06  -0.020
C 2.57 -2.04 2.46  -0.616
H -1.19 1.76 -2.96  0.210
H -0.47 -2.44 -0.39  0.226
O -2.28 -1.26 -0.27  -0.611
H 2.57 -2.22 -0.70  0.202
H -4.69 -0.86 -0.70  0.232
H -5.15 0.46 -3.97  0.212
H 3.07 2.13 2.87  0.197
H 1.92 2.72 4.06  0.216
H 3.11 -1.14 2.16  0.205
N -0.67 0.26 -0.58  -0.975
H 0.53 -2.72 2.67  0.189
H 3.11 1.14 0.84  0.186
C 2.28 2.38 -0.71  -0.614
C 1.01 2.23 2.18  -0.213
O -1.18 0.29 2.05  -1.090
C -3.17 1.45 -3.87  -0.309
H 3.12 2.24 -1.39  0.215
H 2.45 3.31 -0.16  0.208
H -0.38 1.10 -1.06  0.418
H 1.97 1.00 3.67  0.206
N -3.82 -0.11 -2.43  -0.283
H 2.85 -2.29 3.48  0.211
C 1.56 -2.28 -1.10  -0.615
C -4.19 0.60 -3.52  -0.024

=====

An isolated ion of composition C6H15N3P and charge +1 at a distorted geometry, computed with ωB97M-V/def2-TZVPD.

Computed properties:
* net charge: +1
* E_tot: -20211.677 eV
* energy relative to the best compared isomer or geometry (same formula, charge and spin): 43.9 kJ/mol
* maximum force: 5.3 eV Å⁻¹
* 2S+1: 1
* lowest unoccupied orbital energy (alpha / beta): -6.653 / -6.652 eV
* SMILES: CCCCCCN[N+]1=[PH]=N1
* orbital gap (alpha / beta): 6.6 / 6.6 eV

Last column: natural (NBO) charge in e.
Positions of all 25 atoms, in Å:
H 0.84 -1.51 1.06  0.192
H 1.77 2.52 -3.99  -0.044
H 1.48 0.15 1.51  0.200
H -1.35 0.49 0.97  0.213
H 0.70 -0.08 -1.25  0.204
H 1.80 -1.20 4.03  0.212
H -2.15 0.96 -1.10  0.255
C 0.89 -1.82 3.67  -0.612
H -0.38 -0.01 3.45  0.197
C -0.02 -0.94 2.83  -0.397
H -1.28 -0.36 -3.39  0.414
H -0.73 -1.11 -0.88  0.219
P 0.49 2.58 -4.60  0.909
N 0.36 0.83 -4.91  -0.163
N -0.04 1.11 -3.75  -0.124
H -1.00 -1.37 2.51  0.198
C -1.16 0.95 -1.57  -0.264
H 0.36 -2.23 4.49  0.223
H 0.30 1.38 0.79  0.215
C 0.56 -0.48 1.52  -0.383
H -0.78 1.88 -1.46  0.222
N -1.35 0.63 -2.96  -0.281
H 1.37 -2.68 3.18  0.210
C -0.29 -0.10 -0.79  -0.395
C -0.35 0.41 0.63  -0.421